Molecular formula: C4H12S
Method: DFT, wB97M-V/def2-TZVPD

Properties
- frontier orbital gap (Ha) = 0.348
- molar mass (g mol⁻¹) = 92.2
- energy above the lowest of the compared OMol25 structures with the same formula, charge and spin (kJ/mol) = 46.7
- strongest force on any atom (eV/A) = 1.40
- SMILES = CSC.CC
- 2S+1 = 1

Atoms and positions in Å:
S1 0.55 1.36 1.65
C1 -0.22 -0.08 2.39
C2 -0.31 1.49 0.04
C3 0.46 -1.76 -3.03
C4 -0.76 -1.90 -2.08
H1 -1.65 -1.95 -2.69
H2 -0.50 0.13 3.42
H3 0.46 -0.94 2.46
H4 1.04 -0.88 -2.73
H5 -1.10 -0.44 1.86
H6 0.51 1.53 -0.68
H7 0.17 -1.60 -4.06
H8 -0.83 0.54 -0.06
H9 -0.61 -2.79 -1.46
H10 1.19 -2.56 -2.93
H11 -0.81 -1.05 -1.43
H12 -1.03 2.29 -0.01

=====

Molecular formula: C18H48BNNbO4
Method: DFT, wB97M-V/def2-TZVPD

Properties
- frontier orbital gap (Ha) = 0.235
- net charge = -1
- molar mass (g mol⁻¹) = 446.3
- strongest force on any atom (eV/A) = 3.03
- 2S+1 = 1

Atoms and positions in Å:
Nb1 1.52 -2.11 1.70
O1 -3.34 -1.06 3.46
O2 -2.70 -0.72 6.68
O3 -1.24 -3.58 0.91
O4 3.72 -2.22 6.03
N1 0.37 -4.06 -0.90
C1 -0.77 1.38 -0.39
C2 -0.35 -3.45 -2.03
C3 -0.24 3.60 -5.52
C4 1.79 -4.27 -1.19
C5 -0.07 -1.82 3.32
C6 -3.06 0.30 3.19
C7 -0.41 -0.11 -0.04
C8 0.18 -1.04 4.46
C9 2.29 3.64 -6.27
C10 -0.92 3.09 -4.21
C11 1.85 3.49 -7.77
C12 -1.80 1.58 -1.54
C13 -2.36 0.37 7.53
C14 2.55 -2.75 6.63
C15 0.99 -0.15 0.67
C16 1.19 4.20 -5.31
C17 -0.37 1.70 -3.72
C18 -1.43 0.89 -2.89
B1 0.10 -3.39 0.40
H1 0.62 -0.03 4.35
H2 2.04 -3.64 2.56
H3 -2.68 0.40 2.18
H4 -2.30 0.66 3.90
H5 -0.77 3.87 -3.42
H6 -1.94 -0.87 6.09
H7 2.69 -1.16 2.78
H8 3.13 4.38 -6.26
H9 -0.17 1.11 -4.64
H10 0.20 -2.56 -2.43
H11 2.92 -2.26 0.52
H12 -0.88 4.42 -5.93
H13 -1.10 -0.17 -2.80
H14 -2.03 3.07 -4.38
H15 1.78 0.08 -0.09
H16 1.91 -4.96 -2.08
H17 -3.19 0.55 8.20
H18 1.03 0.66 1.45
H19 -0.48 -4.24 -2.82
H20 2.34 -4.73 -0.36
H21 0.21 1.90 -0.58
H22 2.81 -3.61 7.26
H23 1.51 3.97 -4.26
H24 1.20 5.32 -5.37
H25 2.07 -1.98 7.24
H26 4.31 -1.95 6.74
H27 -1.35 -3.16 -1.65
H28 -1.72 -2.75 0.93
H29 -1.08 -2.30 3.27
H30 -0.05 -1.40 5.49
H31 0.79 3.73 -7.97
H32 -1.47 0.12 8.12
H33 -1.24 -0.56 0.56
H34 2.07 2.45 -8.10
H35 2.75 2.69 -5.89
H36 -2.36 0.87 -3.51
H37 2.28 -3.31 -1.50
H38 1.87 -3.07 5.84
H39 -1.84 2.68 -1.75
H40 -0.27 2.78 -6.27
H41 -3.67 -1.12 4.36
H42 -3.98 0.90 3.30
H43 -1.14 1.84 0.57
H44 2.45 4.19 -8.40
H45 -0.33 -0.73 -0.96
H46 -2.84 1.33 -1.21
H47 -2.17 1.27 6.93
H48 0.60 1.81 -3.18

=====

Molecular formula: C3H5HgMgO4
Method: DFT, wB97M-V/def2-TZVPD

Properties
- frontier orbital gap (spin up / spin down) (Ha) = 0.255 / 0.283
- molar mass (g mol⁻¹) = 330.0
- energy above the lowest of the compared OMol25 structures with the same formula, charge and spin (kJ/mol) = 0.0
- strongest force on any atom (eV/A) = 2.27
- 2S+1 = 2
- <S²> = 0.7632

Atoms and positions in Å:
Hg1 -0.64 -1.69 -1.32
Mg1 0.49 1.28 -1.07
O1 1.08 1.05 1.11
O2 0.97 -1.05 2.00
O3 1.07 -0.62 -1.15
O4 -0.79 -0.22 1.04
C1 -1.50 1.77 -0.41
C2 0.51 -0.04 1.29
C3 -1.71 0.97 0.85
H1 -2.28 1.52 -1.15
H2 -1.57 2.84 -0.17
H3 -1.57 1.55 1.77
H4 -2.66 0.44 0.87
H5 1.94 -0.99 2.06

=====

Molecular formula: C18H43BF9O12S5
Method: DFT, wB97M-V/def2-TZVPD

Properties
- frontier orbital gap (Ha) = 0.239
- net charge = -1
- molar mass (g mol⁻¹) = 793.7
- strongest force on any atom (eV/A) = 0.41
- 2S+1 = 1

Atoms and positions in Å:
S1 -1.63 3.22 -0.56
S2 -8.24 1.15 -0.50
S3 2.85 -2.06 -2.22
S4 1.27 -9.02 -0.10
S5 1.93 4.88 5.42
F1 -2.86 3.57 -1.52
F2 -1.46 4.77 -0.24
F3 -0.49 2.90 0.50
F4 -2.68 3.14 0.63
F5 -1.09 2.67 -3.04
F6 -0.26 4.56 -2.37
F7 1.36 2.31 -3.14
F8 -1.87 1.67 -0.79
F9 0.75 1.38 -1.30
O1 1.55 6.22 5.75
O2 -0.18 -9.63 0.09
O3 2.54 4.62 4.15
O4 1.23 -7.62 0.22
O5 -8.88 2.34 -0.05
O6 1.57 -3.00 -2.15
O7 -6.80 1.51 -1.06
O8 0.67 3.93 5.63
O9 3.02 -1.39 -0.97
O10 3.94 -2.83 -2.75
O11 1.82 -9.43 -1.36
O12 -8.17 0.03 0.38
C1 2.93 4.20 6.69
C2 2.06 -9.91 1.19
C3 5.54 2.97 -0.34
C4 -0.50 3.86 3.45
C5 2.05 3.37 -1.15
C6 5.42 4.13 -1.33
C7 -8.94 0.63 -2.03
C8 1.70 -4.26 -1.45
C9 -1.32 -9.14 -2.06
C10 2.24 -0.94 -3.42
C11 2.77 4.42 -2.03
C12 -0.41 3.28 -2.05
C13 -1.28 -8.93 -0.56
C14 1.74 -4.12 0.05
C15 -5.92 2.29 -0.21
C16 -0.54 4.27 4.90
C17 0.99 2.59 -1.86
C18 -5.32 1.49 0.92
B1 4.28 3.96 -2.51
H1 1.93 -10.97 1.01
H2 2.45 4.38 7.65
H3 -6.47 3.16 0.15
H4 -2.16 -9.34 -0.08
H5 3.12 -9.64 1.15
H6 0.88 -3.55 0.41
H7 -1.47 4.06 3.00
H8 3.89 4.72 6.63
H9 2.77 2.60 -0.84
H10 -5.15 2.64 -0.90
H11 -0.72 5.34 5.03
H12 1.62 3.79 -0.24
H13 2.99 -0.15 -3.53
H14 5.72 2.03 -0.88
H15 -8.32 -0.17 -2.44
H16 6.40 4.24 -1.83
H17 -0.27 2.80 3.36
H18 -8.97 1.48 -2.71
H19 -6.08 1.17 1.64
H20 0.25 4.41 2.88
H21 1.31 -0.51 -3.07
H22 0.83 -4.82 -1.77
H23 1.73 -5.11 0.49
H24 2.86 5.34 -1.43
H25 -4.81 0.60 0.54
H26 -0.46 -8.70 -2.55
H27 -1.31 3.73 5.44
H28 2.59 -4.77 -1.84
H29 5.27 5.07 -0.77
H30 -1.21 -7.87 -0.30
H31 -9.94 0.27 -1.81
H32 6.37 3.10 0.38
H33 4.25 2.78 -2.91
H34 -1.33 -10.21 -2.29
H35 1.63 -9.61 2.14
H36 2.64 -3.59 0.38
H37 -2.22 -8.68 -2.45
H38 4.60 4.68 -3.48
H39 -4.59 2.10 1.45
H40 2.16 4.67 -2.90
H41 4.64 2.83 0.26
H42 2.11 -1.48 -4.36
H43 3.06 3.14 6.50

=====

Molecular formula: C16H16N6O4Pt
Method: DFT, wB97M-V/def2-TZVPD

Properties
- frontier orbital gap (Ha) = 0.264
- net charge = +2
- molar mass (g mol⁻¹) = 551.4
- energy above the lowest of the compared OMol25 structures with the same formula, charge and spin (kJ/mol) = 20.0
- strongest force on any atom (eV/A) = 0.81
- 2S+1 = 1

Atoms and positions in Å:
Pt1 0.48 0.00 0.37
O1 -0.28 4.25 0.26
O2 -0.33 2.65 -1.19
O3 -0.74 -0.01 -1.29
O4 -2.64 0.10 2.72
N1 -0.14 3.10 -0.09
N2 1.17 1.44 2.81
N3 0.27 2.13 0.84
N4 1.12 0.10 2.34
N5 -1.50 -0.22 0.73
N6 0.55 3.64 2.65
C1 -5.12 0.21 0.73
C2 3.26 1.28 -1.28
C3 4.30 1.24 -0.38
C4 -3.23 0.06 -0.77
C5 2.40 -0.82 -0.36
C6 0.62 2.46 2.07
C7 3.49 -0.82 0.57
C8 -2.65 0.00 1.53
C9 -5.93 0.30 -0.41
C10 1.32 -1.80 -0.29
C11 2.32 0.24 -1.30
C12 4.42 0.18 0.55
C13 -5.40 0.28 -1.69
C14 -4.02 0.17 -1.90
C15 -3.77 0.09 0.52
C16 -1.80 -0.08 -0.57
H1 1.19 1.53 3.82
H2 5.26 0.16 1.22
H3 0.43 -0.42 2.88
H4 3.19 2.07 -2.01
H5 2.04 -0.32 2.51
H6 -6.06 0.36 -2.54
H7 -3.61 0.15 -2.89
H8 1.42 -2.60 0.43
H9 -5.54 0.23 1.73
H10 1.56 0.21 -2.07
H11 3.59 -1.65 1.26
H12 0.19 4.41 2.11
H13 0.78 -2.07 -1.18
H14 -7.00 0.40 -0.28
H15 5.05 2.02 -0.39
H16 0.89 3.80 3.59

=====

Molecular formula: C39H54O19
Method: DFT, wB97M-V/def2-TZVPD

Properties
- frontier orbital gap (Ha) = 0.231
- molar mass (g mol⁻¹) = 826.8
- energy above the lowest of the compared OMol25 structures with the same formula, charge and spin (kJ/mol) = 141.0
- strongest force on any atom (eV/A) = 14.97
- SMILES = O=C1C=C(O)C(=O)C=C1O.O=C1C=C(O)C(=O)C=C1O.O=C1C=C(O)C(=O)C=C1O.CC(C)=O.CC(C)=O.CC(C)=O.CC(C)=O.CC(C)=O.CC(C)=O.CC(C)=O
- 2S+1 = 1

Atoms and positions in Å:
O1 -4.68 -3.65 2.67
O2 3.23 -5.29 1.55
O3 -1.03 4.22 6.93
O4 1.57 -3.49 -2.61
O5 4.95 1.02 -3.75
O6 -2.26 7.77 -1.52
O7 0.03 -5.78 -2.89
O8 1.82 -7.69 1.26
O9 -0.25 -0.33 5.30
O10 3.80 1.70 0.76
O11 -2.63 2.91 -2.03
O12 -2.92 2.64 0.73
O13 -0.31 -2.14 -4.47
O14 -2.59 7.38 1.24
O15 -0.26 -4.39 3.39
O16 -0.67 0.30 2.71
O17 -1.28 4.98 4.42
O18 1.47 2.56 -6.45
O19 -2.36 0.04 -0.36
C1 1.52 -2.72 3.42
C2 -0.17 0.77 -0.92
C3 -2.63 3.84 0.14
C4 -2.38 -0.89 -4.33
C5 2.53 -5.39 0.51
C6 -0.68 1.80 6.16
C7 0.93 -4.02 3.77
C8 -0.79 3.25 5.96
C9 -1.22 -0.33 -0.69
C10 2.86 -0.07 -4.28
C11 -3.06 -2.88 4.31
C12 -2.16 6.56 -1.00
C13 -1.60 -2.15 -4.42
C14 0.79 -5.76 -1.95
C15 0.99 3.68 -6.04
C16 -2.49 3.91 -1.34
C17 2.80 -0.07 2.18
C18 -0.80 1.23 3.71
C19 1.70 -6.67 0.26
C20 3.24 1.46 1.77
C21 -2.31 -3.41 -4.22
C22 -0.81 -1.75 -0.69
C23 2.48 -4.34 -0.45
C24 3.77 0.92 -3.47
C25 1.78 -5.08 4.45
C26 3.13 1.71 -2.29
C27 -0.92 3.81 4.65
C28 -2.12 5.28 -1.81
C29 1.61 -4.56 -1.73
C30 0.07 3.66 -4.89
C31 1.38 4.97 -6.94
C32 -2.43 6.44 0.58
C33 -3.71 -2.86 2.92
C34 -0.93 2.80 3.53
C35 -2.61 5.03 1.02
C36 0.85 -6.76 -0.96
C37 -0.61 0.86 5.12
C38 3.06 2.53 2.82
C39 -3.00 -2.02 1.84
H1 0.74 0.33 -0.73
H2 -2.75 8.42 -1.00
H3 2.16 4.79 -7.64
H4 0.51 5.44 -7.45
H5 0.47 4.30 -4.00
H6 1.74 -2.05 4.24
H7 2.43 -7.31 1.92
H8 -0.83 4.37 -5.25
H9 2.28 -0.44 1.28
H10 -3.08 -3.89 4.82
H11 -3.32 -2.16 0.73
H12 0.98 -3.72 -3.23
H13 -3.42 -1.11 1.93
H14 -2.58 -0.76 -3.30
H15 0.82 -2.04 2.84
H16 2.13 2.78 2.81
H17 -3.14 -3.54 -4.99
H18 -0.20 1.06 -2.06
H19 -2.04 -2.61 4.26
H20 2.33 1.81 -2.67
H21 3.87 -0.57 2.41
H22 -3.81 -2.25 4.82
H23 2.47 -2.86 2.88
H24 1.51 -6.20 4.09
H25 3.28 2.07 3.90
H26 -1.28 4.89 6.55
H27 -0.95 0.77 2.04
H28 3.73 3.19 2.37
H29 -0.07 2.79 -4.25
H30 -1.08 3.14 2.46
H31 1.71 5.95 -6.28
H32 2.77 -3.32 -0.34
H33 -1.68 -4.37 -4.19
H34 -0.04 -2.12 0.27
H35 -0.60 1.45 7.14
H36 2.25 0.34 -4.93
H37 2.13 -0.73 -3.59
H38 -1.79 -0.29 -4.93
H39 2.78 1.00 -1.46
H40 2.26 0.03 3.07
H41 -2.03 5.39 -2.85
H42 3.59 -0.61 -4.92
H43 -0.46 1.70 -0.32
H44 -3.25 -1.01 -5.04
H45 0.38 -7.66 -1.07
H46 3.77 2.64 -1.86
H47 -1.79 -1.91 2.08
H48 -2.86 4.97 2.01
H49 1.60 -5.22 5.44
H50 2.66 -4.80 3.99
H51 -0.28 -1.83 -1.45
H52 -3.01 -3.45 -3.22
H53 -1.60 -2.40 -0.89
H54 -3.12 2.08 -0.05